DFT (ωB97M-V/def2-TZVPD) results for C4H14N2OSi in the gas phase in a non-equilibrium geometry.

Each line ends with the Mulliken charge.
Element x y z (Å)
Si1 -0.132 0.045 0.648  0.11
O1 -1.751 -0.041 0.714  -0.29
N1 0.676 -1.326 -0.235  -0.21
N2 0.345 1.373 -0.343  -0.16
C1 0.651 0.479 2.312  -1.09
C2 2.081 -1.199 -0.712  -0.85
C3 -0.268 1.864 -1.576  -0.86
C4 -2.656 -0.950 0.069  -0.59
H1 0.689 -0.404 2.956  0.34
H2 -2.607 -1.917 0.631  0.24
H3 0.557 -2.302 -0.081  0.24
H4 -0.764 0.918 -1.889  0.21
H5 1.199 1.830 -0.207  0.23
H6 2.457 -0.237 -0.557  0.34
H7 -3.662 -0.421 -0.015  0.22
H8 2.673 -1.971 -0.171  0.31
H9 -2.314 -1.151 -0.957  0.31
H10 0.510 2.015 -2.322  0.33
H11 -0.968 2.617 -1.580  0.30
H12 1.893 -1.311 -1.855  0.22
H13 -0.134 1.060 2.880  0.28
H14 1.525 1.030 2.289  0.39

Summary:
HOMO-LUMO gap   9.39 eV
Energy above the lowest of the compared OMol25 structures with the same formula, charge and spin   2.65 kcal/mol
Net charge   0
SMILES   CN[Si](C)(NC)OC
LUMO energy   0.90 eV
Largest force on an atom   0.0948 Eh/bohr

DFT (ωB97M-V/def2-TZVPD) results for C4H8O2 in the gas phase.

Each line ends with the Mulliken charge.
Element x y z (Å)
O1 -0.914 1.041 -0.388  -0.25
O2 2.113 0.604 0.409  -0.49
C1 -0.296 -0.030 0.417  0.64
C2 -0.069 1.898 -0.860  -0.39
C3 -1.217 -1.224 0.277  -1.34
C4 1.152 -0.341 0.025  -0.70
H1 -1.187 -1.603 -0.750  0.34
H2 -0.307 0.382 1.430  0.19
H3 1.189 -0.547 -1.057  0.35
H4 1.419 -1.266 0.547  0.36
H5 -2.245 -0.932 0.506  0.36
H6 -0.696 2.686 -1.323  0.18
H7 -0.917 -2.026 0.958  0.37
H8 1.973 1.357 -0.192  0.37

Summary:
HOMO-LUMO gap   9.37 eV
Energy above the lowest of the compared OMol25 structures with the same formula, charge and spin   86.09 kcal/mol
Net charge   0
LUMO energy   0.58 eV
Largest force on an atom   0.0167 Eh/bohr

Copy entry 1 word for word.
DFT (ωB97M-V/def2-TZVPD) results for C4H14N2OSi in the gas phase in a non-equilibrium geometry.

Each line ends with the Mulliken charge.
Element x y z (Å)
Si1 -0.132 0.045 0.648  0.11
O1 -1.751 -0.041 0.714  -0.29
N1 0.676 -1.326 -0.235  -0.21
N2 0.345 1.373 -0.343  -0.16
C1 0.651 0.479 2.312  -1.09
C2 2.081 -1.199 -0.712  -0.85
C3 -0.268 1.864 -1.576  -0.86
C4 -2.656 -0.950 0.069  -0.59
H1 0.689 -0.404 2.956  0.34
H2 -2.607 -1.917 0.631  0.24
H3 0.557 -2.302 -0.081  0.24
H4 -0.764 0.918 -1.889  0.21
H5 1.199 1.830 -0.207  0.23
H6 2.457 -0.237 -0.557  0.34
H7 -3.662 -0.421 -0.015  0.22
H8 2.673 -1.971 -0.171  0.31
H9 -2.314 -1.151 -0.957  0.31
H10 0.510 2.015 -2.322  0.33
H11 -0.968 2.617 -1.580  0.30
H12 1.893 -1.311 -1.855  0.22
H13 -0.134 1.060 2.880  0.28
H14 1.525 1.030 2.289  0.39

Summary:
HOMO-LUMO gap   9.39 eV
Energy above the lowest of the compared OMol25 structures with the same formula, charge and spin   2.65 kcal/mol
Net charge   0
SMILES   CN[Si](C)(NC)OC
LUMO energy   0.90 eV
Largest force on an atom   0.0948 Eh/bohr

Which value of LUMO energy does entry 2 give?
0.58 eV

Which of these has the lowest LUMO energy?
C4H8O2

Please write out number 2 again, unchanged.
DFT (ωB97M-V/def2-TZVPD) results for C4H8O2 in the gas phase.

Each line ends with the Mulliken charge.
Element x y z (Å)
O1 -0.914 1.041 -0.388  -0.25
O2 2.113 0.604 0.409  -0.49
C1 -0.296 -0.030 0.417  0.64
C2 -0.069 1.898 -0.860  -0.39
C3 -1.217 -1.224 0.277  -1.34
C4 1.152 -0.341 0.025  -0.70
H1 -1.187 -1.603 -0.750  0.34
H2 -0.307 0.382 1.430  0.19
H3 1.189 -0.547 -1.057  0.35
H4 1.419 -1.266 0.547  0.36
H5 -2.245 -0.932 0.506  0.36
H6 -0.696 2.686 -1.323  0.18
H7 -0.917 -2.026 0.958  0.37
H8 1.973 1.357 -0.192  0.37

Summary:
HOMO-LUMO gap   9.37 eV
Energy above the lowest of the compared OMol25 structures with the same formula, charge and spin   86.09 kcal/mol
Net charge   0
LUMO energy   0.58 eV
Largest force on an atom   0.0167 Eh/bohr